1.
Computed, not measured: a molecular structure, C10H18F3NO9SV in a non-equilibrium geometry, with ωB97M-V/def2-TZVPD.

XYZ file:
```
43
Properties=species:S:1:pos:R:3:forces:R:3
V -17.423 -0.472 -9.554 -0.2 -1.7 0.5
C -19.250 1.716 -6.505 0.3 -0.5 0.8
C -18.556 0.891 -7.560 -0.1 -1.3 -0.8
O -19.017 0.928 -8.734 -0.2 0.9 -0.1
O -17.640 0.086 -7.262 0.1 0.4 0.2
H -20.184 1.198 -6.270 -0.3 0.3 -0.4
H -19.391 2.739 -6.840 -0.2 0.0 0.1
H -18.698 1.648 -5.561 0.2 0.4 -0.2
C -17.236 0.389 -13.685 -1.0 -0.3 0.0
C -17.486 -0.067 -12.238 -0.1 0.3 0.7
O -16.739 -0.923 -11.729 0.5 0.0 -0.1
O -18.413 0.472 -11.572 0.0 0.6 -1.0
H -16.862 1.412 -13.727 0.1 0.0 0.1
H -18.233 0.382 -14.141 0.1 0.2 -0.2
H -16.600 -0.286 -14.253 0.2 0.0 0.2
C -20.373 -2.485 -8.058 -0.3 -0.7 -0.4
C -19.821 -2.547 -9.483 0.5 0.1 -1.2
O -18.464 -2.383 -9.561 0.2 1.0 0.3
H -19.732 -3.117 -7.440 0.2 0.4 0.2
H -21.353 -2.988 -8.014 -0.2 0.4 0.0
H -20.433 -1.454 -7.716 0.1 0.0 0.3
H -20.339 -1.844 -10.174 -0.2 0.4 0.5
H -20.128 -3.506 -9.970 0.1 -0.3 0.5
C -12.987 -1.935 -9.406 -0.8 -0.3 0.7
F -12.728 -1.356 -10.583 -0.1 0.0 -0.3
F -12.091 -2.922 -9.230 0.4 0.1 -0.1
F -12.743 -0.998 -8.462 0.1 0.0 0.0
S -14.701 -2.677 -9.196 -0.3 -0.5 -0.2
O -15.574 -1.521 -9.273 0.8 -0.3 0.2
O -14.770 -3.597 -10.314 0.2 0.4 0.5
O -14.589 -3.276 -7.876 0.1 0.3 -0.6
C -13.700 2.012 -9.705 -1.0 0.1 -0.3
C -15.213 2.089 -9.829 -0.4 -0.7 -0.3
O -15.898 1.204 -9.358 -0.1 -0.1 0.1
N -15.769 3.116 -10.513 0.6 1.1 -0.1
C -17.175 3.461 -10.520 -0.6 -0.7 0.2
H -13.201 2.809 -10.256 0.2 0.1 0.3
H -13.403 1.055 -10.127 0.1 -0.1 0.2
H -13.554 2.007 -8.626 0.6 0.1 -0.1
H -15.151 3.882 -10.728 0.1 -0.2 -0.1
H -17.591 3.391 -11.526 0.0 0.2 0.0
H -17.336 4.447 -10.080 0.1 0.1 -0.1
H -17.748 2.740 -9.932 0.2 -0.1 0.0
```
Positions in Å, forces in eV/Å.

Its HOMO-LUMO gap (spin up / spin down) is 4.24 / 5.62 eV. As for the energy above the lowest of the compared OMol25 structures with the same formula, charge and spin: 0.0000 eV. The total charge is -2. As for the multiplicity: 4.

***

2.
Computed, not measured: a molecular structure, C43H36Br2N11O3Zr in a non-equilibrium geometry, with ωB97M-V/def2-TZVPD.

XYZ file:
```
96
Properties=species:S:1:pos:R:3:forces:R:3
Zr -0.820 0.520 -0.522 -0.4 -0.6 -1.2
C 0.016 4.656 1.270 0.0 0.0 0.2
C -0.108 3.762 0.218 0.1 0.0 -0.3
N 0.397 2.537 0.287 -0.1 0.1 0.4
C 1.043 2.203 1.405 0.2 -0.2 0.0
C 1.084 3.067 2.486 0.1 0.3 0.1
N 0.569 4.293 2.421 0.1 -0.1 0.0
C 1.705 0.876 1.378 -0.2 0.0 0.0
C 2.804 0.600 2.159 0.0 0.1 0.2
C 3.471 -0.614 2.019 0.2 -0.1 0.1
C 3.029 -1.449 1.003 0.1 -0.2 0.0
C 1.933 -1.099 0.233 0.0 0.0 -0.1
N 1.234 0.014 0.465 0.3 0.1 0.2
C 1.585 -1.821 -1.009 0.0 0.0 0.3
C 2.021 -3.102 -1.300 0.1 -0.2 -0.1
N 1.819 -3.659 -2.490 0.0 0.1 0.0
C 1.197 -2.908 -3.393 0.1 -0.2 0.0
C 0.697 -1.653 -3.079 -0.1 0.1 -0.2
N 0.857 -1.125 -1.878 0.0 0.1 0.1
C 4.646 -0.963 2.868 -0.2 0.1 -0.1
C 5.241 -0.026 3.705 0.1 0.1 0.0
C 6.331 -0.397 4.478 0.1 -0.2 0.0
N 6.854 -1.623 4.472 -0.2 0.0 -0.1
C 6.280 -2.521 3.671 0.1 0.1 0.1
C 5.188 -2.241 2.863 0.0 -0.2 0.0
H -0.388 5.659 1.202 0.0 0.0 0.0
H -0.641 4.026 -0.686 -0.1 0.0 0.0
H 1.536 2.771 3.426 0.0 0.0 0.0
H 3.139 1.345 2.864 0.0 0.0 0.0
H 3.565 -2.353 0.756 0.0 0.0 0.0
H 2.526 -3.707 -0.554 0.0 0.0 -0.1
H 1.067 -3.327 -4.384 0.0 0.0 0.0
H 0.130 -1.079 -3.799 0.0 0.0 0.0
H 4.892 0.996 3.764 0.0 0.0 0.0
H 6.804 0.327 5.134 0.0 -0.1 0.0
H 6.710 -3.517 3.675 0.0 0.1 0.0
H 4.774 -3.040 2.262 0.0 0.1 0.0
Br -2.560 3.175 -4.250 0.0 0.0 0.0
C -0.687 3.052 -4.041 -0.3 -0.1 -0.1
C 0.115 3.765 -4.952 -0.1 0.0 0.0
C 1.467 3.676 -4.880 0.1 0.0 -0.1
Br 2.505 4.634 -6.131 0.0 0.0 0.0
C 2.085 2.885 -3.880 0.1 0.0 0.1
C 3.484 2.737 -3.740 0.0 0.0 0.0
C 3.985 1.975 -2.727 0.1 0.0 0.0
C 3.084 1.364 -1.836 0.1 0.0 0.1
N 1.786 1.469 -1.936 -0.1 0.1 -0.2
C 1.265 2.203 -2.952 0.0 -0.1 0.1
C -0.165 2.260 -3.052 -0.2 -0.1 0.2
O -0.948 1.559 -2.210 0.6 0.6 -0.5
H -0.355 4.376 -5.710 0.0 0.0 0.0
H 4.143 3.227 -4.442 0.0 0.0 0.0
H 5.053 1.846 -2.595 -0.1 0.0 0.0
H 3.470 0.769 -1.006 -0.1 0.1 -0.1
O -1.157 0.326 1.577 -0.2 0.4 0.4
C -1.951 1.285 1.904 0.0 -0.2 0.0
C -2.636 1.429 3.231 0.0 0.0 0.0
C -3.610 2.573 2.940 0.1 -0.1 0.0
C -3.236 3.027 1.532 0.0 0.3 -0.2
O -3.736 3.937 0.918 0.1 -0.1 0.1
N -2.219 2.205 1.021 0.0 0.0 0.2
H -1.891 1.684 3.988 0.0 0.0 0.0
H -3.101 0.491 3.534 0.0 0.0 0.0
H -3.541 3.409 3.632 0.0 0.0 0.0
H -4.648 2.244 2.922 0.0 0.0 0.0
C -2.571 -2.262 2.596 0.0 0.0 0.0
N -1.687 -3.317 2.143 -0.1 0.1 0.0
C -2.325 -4.620 2.173 0.1 0.1 -0.1
C -0.911 -2.964 0.960 0.0 -0.1 0.0
C -1.593 -2.804 -0.400 0.0 -0.1 0.0
C -2.170 -3.933 -1.005 0.0 0.1 -0.1
C -2.779 -3.860 -2.246 0.0 0.0 0.1
C -2.786 -2.646 -2.931 0.0 -0.2 0.0
C -2.178 -1.548 -2.359 0.2 -0.1 0.0
C -1.565 -1.582 -1.087 -0.4 -0.1 0.2
H -3.036 -2.566 3.535 0.0 0.0 0.0
H -3.384 -2.028 1.885 0.0 0.0 0.1
H -1.998 -1.349 2.773 -0.1 -0.2 -0.1
H -2.611 -4.846 3.202 0.0 0.0 0.0
H -1.622 -5.390 1.847 0.0 0.1 0.0
H -3.231 -4.689 1.555 0.0 0.0 -0.1
H -0.116 -3.713 0.865 0.0 0.0 0.0
H -0.433 -2.017 1.206 0.1 0.1 0.0
H -2.117 -4.895 -0.512 0.0 0.0 0.1
H -3.232 -4.743 -2.684 0.0 0.1 0.0
H -3.255 -2.569 -3.907 0.0 0.0 0.1
H -2.172 -0.626 -2.934 -0.1 0.1 0.0
N -5.161 1.353 -1.351 -0.1 -0.2 0.0
C -5.407 0.082 -0.865 0.0 0.2 -0.1
C -4.198 -0.410 -0.510 0.2 0.2 0.1
N -3.222 0.546 -0.755 -0.1 -0.1 -0.1
C -3.846 1.591 -1.264 0.0 -0.2 0.2
H -5.843 2.003 -1.697 0.0 0.0 0.0
H -6.391 -0.353 -0.828 0.1 0.1 0.0
H -3.958 -1.382 -0.111 0.0 0.1 -0.1
H -3.391 2.526 -1.539 0.0 0.0 0.0
```
Positions in Å, forces in eV/Å.

Its HOMO-LUMO gap is 6.47 eV. As for the energy above the lowest of the compared OMol25 structures with the same formula, charge and spin: 2.3727 eV. The total charge is +1.

***

3.
Computed, not measured: a gas-phase ion, C9H12N3O (charge +1) in a non-equilibrium geometry, with ωB97M-V/def2-TZVPD.

XYZ file:
```
25
Properties=species:S:1:pos:R:3:forces:R:3
C -2.510 0.672 -0.696 0.5 -2.6 3.0
C -3.728 0.271 -0.085 0.5 -0.5 -0.5
C -1.486 -0.085 -0.096 0.1 1.5 -0.8
C 2.857 -0.833 0.305 -2.9 1.4 -0.5
C 1.989 -1.700 -0.524 -0.8 -0.5 0.8
C 2.400 0.273 0.930 -1.7 -1.2 -1.2
C 0.677 -1.470 -0.571 -0.7 0.5 -1.5
C 0.824 0.521 0.996 2.9 1.2 -0.6
C 0.156 -0.020 -0.230 -3.4 -3.7 1.3
N -3.534 -0.751 0.739 1.5 1.0 0.1
N -2.169 -0.872 0.760 0.4 -1.7 0.8
N 0.546 0.902 -1.296 -1.7 2.6 0.4
O 0.571 1.991 1.000 0.3 -2.5 1.1
H -2.428 1.399 -1.365 0.4 3.0 -2.7
H -4.719 0.696 -0.252 0.4 -0.4 0.0
H 3.791 -1.200 0.351 3.5 -0.5 0.4
H 2.322 -2.625 -1.035 0.3 0.7 0.8
H 2.976 0.987 1.474 0.5 0.1 0.4
H 0.045 -2.203 -1.143 0.3 1.2 0.7
H 0.642 0.046 1.954 -1.2 0.0 0.0
H -1.748 -1.623 1.313 -0.5 0.4 -0.3
H 0.703 1.811 -0.752 0.2 -0.7 -1.0
H -0.231 1.115 -1.947 0.5 -0.5 0.1
H 1.362 0.596 -1.780 0.9 -0.3 -0.5
H 0.692 2.103 1.951 -0.2 1.3 -0.1
```
Positions in Å, forces in eV/Å.

Its HOMO-LUMO gap is 8.96 eV. The SMILES is [NH3+][C@@]1(c2ccn[nH]2)C=CC=C[C@H]1O. As for the energy above the lowest of the compared OMol25 structures with the same formula, charge and spin: 3.7873 eV. The total charge is +1.